[1]
The following is a quantum chemistry calculation of a structure of composition C44H44AsF5N7Ru, from OMol25.

Positions of all 102 atoms, in Å:
Ru  0.035  -1.041  0.108
As  -2.481  -0.561  -0.171
F  0.748  -2.900  2.301
F  0.964  -3.764  -1.050
F  2.310  -3.873  1.149
F  0.492  -4.928  1.629
F  -0.932  -3.549  -0.045
N  0.677  2.233  -0.329
N  1.375  0.171  2.776
N  0.232  0.143  2.074
N  0.235  -1.106  -2.169
N  1.458  -1.159  -2.725
N  2.166  -0.432  0.036
N  0.652  5.103  -0.367
C  1.645  2.997  0.424
C  -3.868  1.773  0.969
C  2.855  0.016  -1.075
C  4.846  -2.028  2.040
C  -4.469  -1.674  -3.737
C  4.374  1.033  -3.276
C  -0.623  0.950  2.699
C  -3.759  -0.953  -2.790
C  5.216  -2.341  4.519
C  3.983  0.844  -0.901
C  1.501  -2.095  -3.698
C  -2.466  -1.956  2.369
C  4.718  1.333  -1.957
C  -4.732  -3.479  -2.172
C  -4.026  -2.759  -1.221
C  -4.349  3.817  -0.209
C  -3.258  1.245  -0.166
C  1.109  4.364  0.858
C  -5.207  -1.854  2.769
C  2.908  -0.845  1.141
C  -0.493  -2.040  -2.793
C  -3.156  2.043  -1.307
C  -4.958  -2.935  -3.428
C  4.433  -1.811  3.355
C  -3.021  -2.547  3.495
C  0.994  -3.762  1.276
C  2.506  -0.266  -2.402
C  3.253  -1.112  3.539
C  0.385  -3.183  -0.011
C  3.254  0.242  -3.463
C  -4.411  3.051  0.946
C  0.259  -2.679  -3.775
C  -4.657  -1.289  1.631
C  -3.275  -1.321  1.433
C  -3.715  3.312  -1.335
C  -0.384  4.324  -1.126
C  1.261  1.014  3.826
C  0.213  2.961  -1.493
C  2.514  -0.618  2.467
C  -0.015  1.536  3.811
C  -4.389  -2.484  3.700
C  -3.552  -1.483  -1.517
C  4.108  -1.567  0.976
C  5.170  1.559  -4.435
H  -3.944  1.181  1.872
H  -3.845  -3.196  -0.248
H  2.883  -0.963  4.546
H  -3.368  0.020  -3.052
H  0.250  4.250  1.518
H  -6.276  -1.808  2.927
H  1.062  3.104  -2.172
H  0.293  6.023  -0.115
H  -4.632  -1.256  -4.721
H  -0.675  4.890  -2.011
H  -5.515  -3.495  -4.168
H  5.083  0.911  -5.305
H  1.959  2.445  1.310
H  -1.397  -1.995  2.211
H  -2.385  -3.057  4.206
H  -4.804  4.799  -0.234
H  2.530  3.134  -0.208
H  5.583  1.956  -1.757
H  5.750  -2.595  1.855
H  5.060  -1.740  5.414
H  -4.826  -2.930  4.583
H  2.406  -2.298  -4.243
H  6.281  -2.366  4.294
H  -0.533  2.369  -2.018
H  4.816  2.551  -4.727
H  -4.892  3.442  1.833
H  -0.061  -3.473  -4.427
H  1.460  5.247  -0.978
H  -5.092  -4.471  -1.936
H  -5.300  -0.838  0.884
H  -1.522  -2.218  -2.532
H  6.223  1.654  -4.174
H  4.912  -3.365  4.750
H  -3.668  3.903  -2.242
H  -0.447  2.232  4.509
H  -1.633  1.064  2.335
H  1.875  4.951  1.364
H  4.272  1.082  0.115
H  -1.253  4.200  -0.480
H  2.950  -0.005  -4.474
H  -0.095  1.929  0.251
H  -2.654  1.662  -2.188
H  2.084  1.190  4.495
H  4.426  -1.791  -0.034

The calculation puts the HOMO energy (alpha / beta) at -11.760 / -11.665 eV. Its multiplicity is 2. Its charge is +2. For the LUMO energy (alpha / beta), the calculation gives -5.66 / -6.00 eV. The calculation puts the HOMO-LUMO gap (alpha / beta) at 6.10 / 5.66 eV.

[2]
The following is a quantum chemistry calculation of a structure of composition C44H44BrClF4InN2O12PSi, from OMol25.

Positions of all 111 atoms, in Å:
In  -0.438  0.110  0.900
Br  -2.008  -1.178  3.215
Cl  -4.481  6.355  2.001
P  -0.834  -2.417  0.191
Si  0.859  1.219  -2.074
F  -0.961  -5.399  0.257
F  -2.750  -6.093  4.538
F  -2.758  -3.421  4.959
F  -1.843  -7.080  2.141
O  0.966  -0.875  2.154
O  1.803  0.163  9.022
O  -2.650  0.514  0.581
O  -0.586  2.012  1.830
O  0.778  0.279  -3.405
O  -1.710  2.469  6.516
O  -1.997  1.796  4.494
O  2.958  -1.419  2.947
O  0.157  0.309  -0.937
O  3.180  -1.107  7.976
O  2.398  1.593  -1.739
O  0.056  2.608  -2.332
N  -1.364  1.861  5.531
N  2.245  -0.344  8.017
C  -0.152  1.135  -5.420
C  1.612  -3.669  0.683
C  -3.675  3.897  1.252
C  3.912  0.765  -3.387
C  -2.910  -4.060  -2.990
C  1.599  -0.004  6.761
C  -4.068  -2.102  -2.240
C  0.381  3.962  -2.065
C  1.899  -0.842  3.051
C  -1.951  -3.892  -2.005
C  -0.238  -1.318  -4.848
C  -1.888  -3.020  2.798
C  4.674  1.476  -1.103
C  -1.409  -4.884  1.404
C  -3.120  -1.936  -1.246
C  3.198  -4.194  -1.040
C  2.320  -3.725  -2.002
C  -2.052  -2.820  -1.119
C  2.110  -0.506  5.569
C  3.560  0.798  -1.901
C  -1.418  -3.502  1.575
C  -3.961  -3.167  -3.117
C  0.457  0.785  6.794
C  1.516  4.435  -2.972
C  2.845  -4.165  0.300
C  0.729  -3.191  -0.282
C  0.433  0.707  4.380
C  -2.322  -3.895  3.794
C  -0.310  0.111  -4.296
C  3.316  -0.613  -1.386
C  -1.639  0.305  -3.578
C  -1.491  2.928  1.818
C  -0.119  1.125  5.581
C  -1.199  4.151  2.482
C  1.095  -3.202  -1.624
C  -3.355  5.045  1.917
C  -1.855  -5.770  2.377
C  -3.229  1.607  0.635
C  -2.774  2.811  1.211
C  -0.892  4.762  -2.353
C  -2.107  5.169  2.548
C  -2.317  -5.270  3.590
C  0.791  4.138  -0.608
C  1.512  -0.162  4.362
H  -4.631  3.794  0.766
H  5.607  0.940  -1.249
H  -1.695  4.424  -1.701
H  3.008  -0.589  -0.343
H  -0.895  -1.423  -5.708
H  0.830  1.036  -5.874
H  -1.135  -4.595  -1.942
H  1.347  -3.638  1.731
H  4.796  2.504  -1.437
H  1.709  5.491  -2.796
H  -2.829  -4.896  -3.670
H  -0.233  2.131  -4.994
H  -3.189  -1.092  -0.578
H  -4.256  1.633  0.228
H  4.045  1.782  -3.746
H  -4.875  -1.390  -2.338
H  4.217  -1.212  -1.481
H  2.595  -3.741  -3.046
H  -0.916  0.993  -6.180
H  2.968  -1.162  5.596
H  -0.007  3.782  0.036
H  -0.227  4.244  2.946
H  1.681  3.549  -0.406
H  0.980  5.186  -0.392
H  -1.731  1.336  -3.254
H  2.410  3.859  -2.757
H  -1.879  6.077  3.084
H  -0.556  -2.023  -4.083
H  -4.689  -3.297  -3.901
H  1.252  4.292  -4.015
H  0.008  1.071  3.458
H  4.422  1.479  -0.045
H  -2.471  0.035  -4.223
H  4.824  0.200  -3.555
H  3.085  0.317  -3.930
H  4.165  -4.572  -1.334
H  3.538  -4.515  1.050
H  -0.716  5.821  -2.185
H  -1.196  4.613  -3.386
H  0.034  1.109  7.732
H  2.512  -1.061  -1.959
H  0.434  -2.779  -2.365
H  -1.647  -0.319  -2.689
H  0.780  -1.553  -5.146

The calculation puts the HOMO energy at -8.740 eV. Its charge is 0. For the LUMO energy, the calculation gives -0.98 eV. The calculation puts the HOMO-LUMO gap at 7.76 eV.

[3]
The following is a quantum chemistry calculation of a structure of composition C44H44N4O10S2Se2Ta, from OMol25.

Positions of all 107 atoms, in Å:
Ta  -1.094  -1.554  0.533
Se  1.055  -2.847  1.239
Se  -1.174  -0.745  3.073
S  -2.674  -0.205  -1.361
S  2.478  6.988  1.437
O  -1.255  -3.965  3.059
O  -2.939  -2.197  1.273
O  -0.126  -2.163  -1.083
O  0.079  -2.324  -5.800
O  2.471  -2.282  5.668
O  1.503  9.202  0.564
O  -2.852  -1.672  -1.377
O  -1.512  0.270  -2.048
O  -5.165  -2.082  1.116
O  -1.611  -3.951  0.107
N  -2.586  0.190  0.186
N  3.124  1.769  3.890
N  3.079  -0.966  -1.041
N  4.090  1.056  1.840
C  1.320  -3.110  5.570
C  1.046  2.704  0.703
C  -5.200  2.344  -3.136
C  -1.273  -4.673  -3.421
C  0.255  -1.347  4.231
C  -6.426  0.340  -2.675
C  0.704  -1.057  -5.807
C  5.022  0.435  -0.931
C  3.655  0.192  -0.795
C  0.576  1.381  0.488
C  2.186  4.700  -0.067
C  -1.552  -4.606  -0.924
C  0.010  -2.205  -3.387
C  4.552  2.288  1.618
C  -0.893  -4.093  -4.608
C  -4.122  0.496  -2.072
C  -7.630  2.253  -3.774
C  0.779  3.357  1.912
C  0.150  0.244  0.463
C  1.906  5.342  1.137
C  -2.007  -6.045  -0.833
C  -0.250  -2.846  -4.584
C  1.283  8.017  0.604
C  -5.296  -0.239  -2.114
C  -0.391  -2.809  -2.195
C  -3.833  -0.078  0.913
C  5.810  -0.600  -1.412
C  -4.062  1.787  -2.582
C  1.493  -3.222  3.111
C  5.355  2.553  0.418
C  3.604  2.988  3.666
C  0.568  -2.845  4.249
C  4.329  3.309  2.536
C  1.198  4.656  2.121
C  3.858  -1.967  -1.438
C  5.221  -1.833  -1.656
C  0.050  7.405  -0.004
C  -1.044  -4.054  -2.185
C  -4.065  -1.571  1.114
C  -6.396  1.630  -3.188
C  -0.696  -3.715  4.328
C  1.747  3.409  -0.288
C  5.595  1.753  -0.621
C  3.394  0.869  2.948
H  0.059  -0.298  -5.356
H  1.172  -0.787  4.052
H  -4.691  0.385  0.417
H  -1.510  -6.479  0.034
H  4.699  4.311  2.372
H  -3.720  0.382  1.901
H  -8.404  1.506  -3.942
H  -8.040  3.010  -3.103
H  1.935  2.928  -1.237
H  1.700  -4.296  3.135
H  -5.322  -1.238  -1.705
H  -3.132  2.333  -2.544
H  0.488  -1.242  -3.313
H  -0.084  6.353  0.226
H  -0.097  -1.046  5.222
H  -2.112  -3.530  2.957
H  0.640  -2.894  6.406
H  -7.418  2.741  -4.726
H  1.657  -1.082  -5.270
H  6.314  2.123  -1.348
H  3.014  -0.134  3.105
H  -0.799  7.986  0.351
H  -3.079  -6.055  -0.633
H  -1.788  -5.622  -3.452
H  -1.397  -3.227  5.014
H  1.609  -4.167  5.627
H  5.805  -2.674  -2.004
H  0.976  5.149  3.058
H  3.363  -2.918  -1.585
H  2.996  0.976  -0.459
H  -1.795  -6.646  -1.709
H  2.441  -2.712  3.294
H  0.239  2.821  2.679
H  0.118  7.535  -1.085
H  2.742  5.223  -0.835
H  -0.437  -4.686  4.771
H  3.036  -2.635  6.359
H  6.873  -0.451  -1.563
H  3.394  3.739  4.419
H  0.879  -0.816  -6.855
H  -7.349  -0.225  -2.709
H  -5.162  3.349  -3.539
H  -1.086  -4.566  -5.559
H  5.854  3.517  0.424

The calculation puts the HOMO energy at -4.545 eV. Its charge is -1. For the LUMO energy, the calculation gives 2.03 eV. The calculation puts the HOMO-LUMO gap at 6.58 eV.

[4]
The following is a quantum chemistry calculation of a structure of composition C44H44N6O6W, from OMol25.

Positions of all 101 atoms, in Å:
W  -1.165  0.804  -0.073
O  2.535  8.375  0.727
O  -0.736  2.572  -1.637
O  0.125  2.612  0.373
O  2.504  0.259  -1.705
O  2.318  6.647  2.000
O  0.344  0.350  -1.233
N  3.383  -2.267  -2.337
N  2.166  7.238  0.951
N  -1.666  1.135  1.941
N  -0.711  -1.277  0.554
N  -2.786  -0.346  -0.635
N  -2.699  2.260  0.022
C  -0.211  -1.668  -3.030
C  -3.318  5.310  2.059
C  -3.929  0.193  -1.366
C  1.390  -0.228  -1.763
C  -3.478  2.633  -1.149
C  0.517  6.546  -2.324
C  1.273  0.206  2.536
C  1.195  7.209  -1.313
C  -0.540  -2.797  -3.753
C  -3.676  -4.586  0.671
C  0.111  5.231  -2.141
C  1.082  -1.470  -2.544
C  -0.092  3.171  -0.739
C  -1.206  0.298  3.047
C  -2.958  5.246  3.392
C  0.447  -3.744  -4.016
C  1.733  -3.561  -3.551
C  4.462  -6.103  0.775
C  -2.130  2.352  2.251
C  -1.433  -3.583  0.179
C  0.201  0.630  3.532
C  -4.158  -2.210  0.047
C  -2.459  4.128  4.040
C  -2.929  -1.593  -0.121
C  1.451  6.528  -0.137
C  0.638  -1.757  0.926
C  2.429  -4.771  -0.771
C  -3.259  4.336  1.077
C  4.798  -4.841  0.021
C  6.424  -3.172  -0.557
C  -2.122  2.875  3.561
C  0.382  4.573  -0.948
C  1.063  5.222  0.072
C  -3.562  1.462  -2.109
C  3.819  -4.190  -0.756
C  4.183  -3.038  -1.469
C  -1.642  -2.163  0.298
C  -2.301  -4.615  0.373
C  5.488  -2.541  -1.342
C  6.084  -4.337  0.116
C  -2.719  3.039  1.095
C  -4.482  -3.496  0.515
C  2.069  -2.444  -2.781
C  1.208  -1.298  2.264
H  -2.607  1.324  -2.623
H  -1.546  -2.936  -4.123
H  -1.927  0.368  3.865
H  -2.289  4.253  5.105
H  5.334  -6.456  1.323
H  -3.100  6.138  3.987
H  0.290  1.696  3.748
H  -5.538  -3.653  0.712
H  -3.061  3.511  -1.654
H  0.306  7.057  -3.253
H  3.659  -5.943  1.497
H  -4.756  0.416  -0.676
H  -4.141  -5.519  0.959
H  0.640  -2.842  0.969
H  -3.641  4.650  0.116
H  0.357  0.094  4.474
H  0.650  -1.794  3.066
H  2.320  -5.532  -1.550
H  1.669  -4.019  -0.952
H  1.525  8.231  -1.422
H  -5.014  -1.584  -0.158
H  -4.492  2.890  -0.816
H  0.213  -4.623  -4.602
H  2.506  -4.286  -3.769
H  2.198  -5.252  0.178
H  5.754  -1.650  -1.896
H  -0.428  -3.874  -0.084
H  -0.961  -0.914  -2.822
H  -0.417  4.696  -2.919
H  2.256  0.479  2.923
H  3.588  -1.279  -2.229
H  1.157  0.773  1.604
H  -1.244  -0.737  2.714
H  1.338  -1.480  0.140
H  -1.858  -5.603  0.292
H  4.138  -6.903  0.107
H  7.425  -2.769  -0.486
H  -4.289  -0.573  -2.061
H  -3.718  6.262  1.725
H  -1.741  2.215  4.323
H  2.213  -1.725  2.296
H  6.815  -4.850  0.726
H  -4.314  1.678  -2.870
H  1.271  4.718  1.004

The calculation puts the HOMO energy (alpha / beta) at -6.818 / -6.676 eV. Its charge is 0. For the LUMO energy (alpha / beta), the calculation gives -0.51 / -0.43 eV. The calculation puts the HOMO-LUMO gap (alpha / beta) at 6.31 / 6.25 eV.

One value per record, in order, for largest force on an atom: 4.80 1.26 2.07 0.96 eV Å⁻¹.
One value per record, in order, for total energy: -133766.2640 -189669.6711 -226694.4109 -69392.8694 eV.
One value per record, in order, for relative energy (zero: lowest compared OMol25 entry of this formula, charge and spin): 43.8 15.3 55.7 18.7 kcal/mol.